a:
A structure of composition C9H12N3. Source: the OMol25 dataset; level of theory: ωB97M-V/def2-TZVPD.

Cartesian coordinates (Å):
C -3.3584 0.4973 0.1769
C -3.0887 -0.8323 0.4553
C -2.3840 1.1117 -0.4882
C -1.9351 -1.5499 0.2978
C -1.0845 0.6517 -0.8151
C -0.8654 -0.8322 -0.4047
C -0.0234 1.4938 0.2101
C 1.6863 -0.1345 -0.1016
C 4.0407 0.0568 0.3097
N 1.2178 0.9330 0.2023
N 0.3557 -1.3791 -0.6084
N 2.8557 -0.6726 -0.2464
H -4.3130 0.9682 0.3957
H -3.9788 -1.3919 0.8189
H -2.5179 2.2404 -0.7659
H -1.7781 -2.5168 0.8263
H -0.8118 0.8580 -1.7847
H -0.5252 1.5095 1.2343
H -0.0102 2.4358 -0.2876
H 4.3074 -0.5554 1.1063
H 4.9630 0.0882 -0.4417
H 3.7484 1.0430 0.7319
H 0.5296 -2.3144 -0.3351
H 2.9700 -1.7082 -0.4860

The orbital gap comes out at 8.4 eV. The HOMO energy comes out at -12.8 eV. As for the total charge: +1.


b:
The ion C9H12N3 with charge +1. Source: the OMol25 dataset; level of theory: ωB97M-V/def2-TZVPD.

Cartesian coordinates (Å):
C -2.2126 2.1553 0.5469
N -1.4040 1.5357 -0.1924
C -0.0447 1.9574 -0.3809
C 0.9424 0.7971 -0.2244
C 2.3015 1.0443 -0.2297
C 3.2066 0.0780 0.1020
C 2.9018 -1.2371 0.3197
C 1.5558 -1.6396 0.0744
C 0.6107 -0.6165 -0.1247
N -0.7505 -0.8289 -0.2073
N -1.2140 -1.9622 -0.1160
C -2.6034 -2.1382 -0.0599
H -2.9736 1.6723 0.9936
H -2.1107 3.2241 0.7218
H 0.2933 2.8058 0.2910
H 0.0129 2.3729 -1.3304
H 2.7895 1.9565 -0.3492
H 4.3084 0.2328 0.1039
H 3.7705 -1.8076 0.5490
H 1.0721 -2.5793 0.1425
H -1.3961 -0.0129 -0.4105
H -3.3803 -1.2126 -0.0475
H -2.7738 -2.8924 -0.8300
H -2.9019 -2.9048 0.6581

The orbital gap comes out at 8.3 eV. The HOMO energy comes out at -13.1 eV. As for the structure (SMILES): C=NCc1ccccc1/[NH+]=N/C. As for the total charge: +1.


Which structure is most stable? a, by 0.0287 hartree over the runner-up.


a:
A cluster of 4 separate species, C5H16O3 in total. Source: the OMol25 dataset; level of theory: ωB97M-V/def2-TZVPD.

Cartesian coordinates (Å):
C -2.0769 3.5697 0.1133
C -1.2491 3.0522 -0.7891
C -0.1662 3.8827 -1.4491
C -1.3379 1.6448 -1.3049
C -0.1570 0.8291 -0.6227
H -1.9621 4.5326 0.5960
H -2.9493 3.0258 0.4607
H 0.3648 3.2428 -2.1659
H -0.5261 4.7863 -1.9254
H 0.6962 4.1292 -0.8168
H -1.1490 1.7005 -2.3698
H -2.2813 1.1186 -1.1891
H 0.6119 0.5888 -1.3554
H 0.1877 1.4276 0.2095
H -0.6004 -0.1347 -0.3780
O -4.0917 -3.5269 3.1348
H -3.5004 -3.7304 2.3782
H -4.3028 -4.4122 3.4012
O 2.7236 -5.1169 1.8060
H 2.3097 -5.9893 1.7372
H 3.6656 -5.2964 2.0328
O 4.9717 -2.8858 -0.3621
H 5.6678 -2.6297 -0.9633
H 5.1513 -3.8083 -0.1783

The orbital gap comes out at 9.6 eV. The HOMO energy comes out at -9.0 eV. As for the structure (SMILES): C=C(C)CC.O.O.O.


b:
A cluster of 4 separate species, C5H16O3 in total. Source: the OMol25 dataset; level of theory: ωB97M-V/def2-TZVPD.

Cartesian coordinates (Å):
C -2.8311 -1.1292 -0.6859
C -1.6624 -1.5520 -1.1904
C -1.4691 -1.7470 -2.5961
C -0.4893 -2.0114 -0.2707
C 0.5289 -0.9956 0.2005
H -3.6429 -0.8555 -1.3502
H -2.9893 -0.9147 0.4023
H -2.1668 -1.0956 -3.1282
H -0.5070 -1.3892 -2.8737
H -1.5359 -2.8155 -2.6921
H 0.1098 -2.6910 -0.7854
H -1.0116 -2.5186 0.5079
H 1.3328 -0.7949 -0.6692
H 0.1344 -0.0828 0.6202
H 1.1605 -1.2920 1.0449
O -2.3527 -2.1791 2.9002
H -2.0690 -3.1472 2.6315
H -1.9739 -2.1449 3.7713
O 3.2944 4.8856 2.4420
H 3.1858 4.2307 3.0250
H 2.9477 4.7411 1.6509
O 3.9632 4.8965 -0.7409
H 3.2809 5.1795 -1.3839
H 4.7628 5.4228 -0.8300

The orbital gap comes out at 9.6 eV. The HOMO energy comes out at -9.0 eV. As for the structure (SMILES): C=C(C)CC.O.O.O.


Which structure is most stable? a, by 0.0283 hartree over the runner-up.


a:
A cluster of 2 separate species, C3H8NO2S in total. Source: the OMol25 dataset; level of theory: ωB97M-V/def2-TZVPD.

Cartesian coordinates (Å):
O -1.5427 1.4415 -1.7344
C -0.9427 0.6480 -1.0537
C 0.5012 0.7901 -0.6380
C 0.7740 0.0493 0.6753
S 0.7741 -1.7840 0.4942
N 1.2740 0.3045 -1.7741
H -1.4251 -0.2850 -0.7084
H 0.7050 1.8558 -0.4795
H 1.7583 0.3297 1.0581
H -0.0185 0.3647 1.3635
H 1.5285 -0.6616 -1.5820
H 2.0818 0.8692 -1.9767
H -1.1703 -1.6266 1.7816
H -2.3379 -0.7109 2.2083
O -1.9596 -1.5844 2.3658

The orbital gap comes out at 7.1 eV. The HOMO energy comes out at -3.2 eV. As for the total charge: -1.


b:
A cluster of 2 separate species, C3H8NO2S in total. Source: the OMol25 dataset; level of theory: ωB97M-V/def2-TZVPD.

Cartesian coordinates (Å):
O -2.8152 -0.8760 1.8048
C -2.2895 -0.5570 0.7526
N -1.0466 -0.0532 0.6365
C -0.3428 -0.0054 -0.6604
C 0.8263 -0.9846 -0.6263
S 1.9986 -0.7377 0.7542
H -2.7930 -0.6036 -0.2291
H -0.4373 -0.1164 1.4444
H -0.0269 1.0201 -0.8224
H -1.0886 -0.3046 -1.3973
H 1.2938 -1.0261 -1.6026
H 0.3811 -1.9679 -0.4861
H 2.7397 1.8368 -0.2259
H 1.5116 1.8928 0.5816
O 2.0887 2.4829 0.0762

The orbital gap comes out at 7.1 eV. The HOMO energy comes out at -3.3 eV. As for the total charge: -1.


c:
The ion C3H8NO2S with charge -1. Source: the OMol25 dataset; level of theory: ωB97M-V/def2-TZVPD.

Cartesian coordinates (Å):
C -1.1109 1.2305 0.5454
C 0.0519 -1.6863 0.1709
C -0.6796 0.5552 -0.7991
N 0.3950 -0.5181 -0.6549
O 2.8577 -0.8216 0.2591
O 2.1130 1.2624 -0.9794
S 1.8171 0.2851 0.1117
H -1.8097 2.1141 0.4554
H -1.5138 0.4554 1.2943
H 0.8527 -2.3369 0.4263
H -0.3257 -1.3033 1.1735
H -0.6434 -2.3849 -0.3556
H -1.5914 0.1310 -1.4071
H -0.1415 1.6384 1.1132
H -0.2714 1.3789 -1.3536

The orbital gap comes out at 7.3 eV. The HOMO energy comes out at -3.2 eV. As for the total charge: -1.


d:
A cluster of 2 separate species, C3H8NO2S in total. Source: the OMol25 dataset; level of theory: ωB97M-V/def2-TZVPD.

Cartesian coordinates (Å):
O 2.7641 1.2580 -0.8984
C 1.8765 0.9616 -0.1091
N 0.5665 1.0931 -0.3782
C -0.4681 0.9059 0.6214
C -1.5217 -0.0627 0.2498
S -2.2839 0.3912 -1.3906
H 2.1406 0.5452 0.8549
H 0.2168 1.3690 -1.2914
H -0.8197 1.8158 1.1156
H 0.0218 0.5546 1.6417
H -2.3819 -0.1741 0.9362
H -1.1469 -1.1238 0.1340
H 0.8298 -2.4514 -1.1175
H -0.3774 -2.4907 -0.1748
O 0.5835 -2.5914 -0.1937

The orbital gap comes out at 6.6 eV. The HOMO energy comes out at -2.9 eV. As for the total charge: -1.


Which structure is most stable? b, by 0.0267 hartree over the runner-up.


a:
The molecule C24H28N4O5S. Source: the OMol25 dataset; level of theory: ωB97M-V/def2-TZVPD.

Cartesian coordinates (Å):
C -7.0967 -1.3261 0.7232
C -6.4245 0.0328 0.7687
O -5.0144 -0.1680 0.8200
C -4.2486 0.9266 0.7157
O -4.6923 2.0461 0.5869
C -2.8352 0.5805 0.7744
S -2.3893 -1.0922 0.9955
C -0.7271 -0.6387 1.0679
N 0.2307 -1.4996 1.3836
C 1.4308 -0.9648 1.5088
C 2.5369 -1.8401 2.0309
C 3.8626 -1.2161 1.6613
O 4.3927 -1.2931 0.5846
O 4.3818 -0.5451 2.6907
C 5.6087 0.1290 2.4471
N 1.7643 0.2632 1.1587
C 0.8404 1.0930 0.6712
N 1.3093 2.2233 0.0804
C 0.6380 2.8092 -1.0647
C 1.4312 2.4390 -2.3477
N 2.1241 1.1864 -2.1557
C 1.3514 0.0188 -2.0609
C -0.0049 -0.0045 -2.4053
C -0.7629 -1.1479 -2.2680
C -0.2032 -2.3242 -1.7808
O -1.0523 -3.3804 -1.6064
C -0.5894 -4.4647 -0.8398
C 1.1605 -2.3386 -1.5207
C 1.9211 -1.1946 -1.6726
C 3.2159 1.4016 -1.2215
C 2.7506 2.3190 -0.0587
C -0.5314 0.7373 0.8009
C -1.7651 1.4408 0.7127
C -1.9275 2.9246 0.7282
H -6.8330 -1.9014 1.6063
H -6.7700 -1.8743 -0.1562
H -8.1749 -1.2003 0.6864
H -6.6652 0.6311 -0.1178
H -6.7330 0.6012 1.6542
H 2.4391 -2.8285 1.5831
H 2.4552 -1.9183 3.1158
H 5.4862 0.8634 1.6484
H 5.8788 0.6182 3.3793
H 6.3803 -0.5847 2.1508
H 0.5882 3.8964 -0.9454
H -0.3684 2.4063 -1.1303
H 0.7666 2.3862 -3.2092
H 2.1885 3.1977 -2.5631
H -0.5053 0.8726 -2.7829
H -1.8135 -1.1376 -2.5133
H -1.4548 -5.1070 -0.6826
H 0.1870 -5.0313 -1.3658
H -0.2057 -4.1245 0.1276
H 1.6528 -3.2389 -1.1891
H 2.9750 -1.2686 -1.4614
H 3.5622 0.4545 -0.8195
H 4.0440 1.8768 -1.7594
H 2.9873 3.3676 -0.2556
H 3.2122 2.0131 0.8780
H -2.6991 3.1889 1.4487
H -2.2711 3.2976 -0.2357
H -0.9953 3.4115 1.0004

The orbital gap comes out at 7.4 eV. The HOMO energy comes out at -7.2 eV. As for the structure (SMILES): CCOC(=O)c1sc2nc(CC(=O)OC)nc(N3CCN(c4ccc(OC)cc4)CC3)c2c1C.


b:
The molecule C24H28N4O5S. Source: the OMol25 dataset; level of theory: ωB97M-V/def2-TZVPD.

Cartesian coordinates (Å):
C 3.1525 -4.1554 1.1331
C 3.6300 -3.0145 2.0236
N 2.8538 -1.8040 1.8130
C 3.2045 -0.8764 0.8848
S 4.5518 -1.2551 -0.1821
C 4.5361 0.1951 -1.2643
C 3.3024 0.4528 -2.1369
O 3.3045 1.4281 -2.8516
N 2.3124 -0.4586 -2.0471
C 0.9750 -0.2883 -2.4332
C 0.5768 0.5783 -3.4395
C -0.7578 0.7068 -3.7645
C -1.7216 -0.0377 -3.0906
O -3.0106 0.1490 -3.4872
C -4.0302 -0.5870 -2.8571
C -1.3330 -0.9067 -2.0733
C 0.0065 -1.0290 -1.7382
O 0.4781 -1.8476 -0.7368
C -0.4567 -2.5936 0.0052
N 2.6048 0.2389 0.6725
C 1.4489 0.4947 1.3373
N 0.8174 1.6241 1.0235
C -0.3417 1.8579 1.5945
C -0.9616 0.9804 2.5033
C -0.3117 -0.1835 2.8444
C 0.9347 -0.4360 2.2656
C 1.6765 -1.6518 2.5599
O 1.3441 -2.5023 3.3602
C -2.3350 1.3927 2.9368
O -3.1078 1.7629 1.8168
C -2.5710 2.7825 0.9623
C -3.4230 4.0458 1.1272
C -2.6772 2.2502 -0.4697
C -1.0937 3.1054 1.2763
H 3.7873 -5.0232 1.2858
H 2.1307 -4.4245 1.3887
H 3.1963 -3.8712 0.0846
H 3.5016 -3.2898 3.0736
H 4.6802 -2.7865 1.8288
H 5.4104 0.0811 -1.9073
H 4.6713 1.0791 -0.6401
H 2.4335 -1.2259 -1.3995
H 1.3241 1.1602 -3.9514
H -1.0768 1.3795 -4.5429
H -3.8986 -1.6644 -3.0033
H -4.0854 -0.3681 -1.7859
H -4.9568 -0.2726 -3.3347
H -2.0735 -1.4775 -1.5393
H -1.1779 -1.9437 0.5106
H 0.1174 -3.1338 0.7559
H -0.9869 -3.3119 -0.6279
H -0.7317 -0.9016 3.5345
H -2.2688 2.2241 3.6591
H -2.8757 0.5678 3.4063
H -3.4117 4.3762 2.1637
H -3.0406 4.8439 0.4973
H -4.4511 3.8320 0.8480
H -3.6953 1.9192 -0.6568
H -2.0000 1.4102 -0.6078
H -2.4195 3.0232 -1.1873
H -0.6330 3.6138 0.4316
H -1.0476 3.7662 2.1474

The orbital gap comes out at 7.9 eV. The HOMO energy comes out at -7.7 eV. As for the structure (SMILES): CCn1c(SCC(=O)Nc2ccc(OC)cc2OC)nc2nc3c(cc2c1=O)COC(C)(C)C3.


Which structure is most stable? b, by 0.0190 hartree over the runner-up.